Entry 1:
Here is the molecule C10H6N2 in a non-equilibrium geometry from the OMol25 dataset. Energies are from ωB97M-V/def2-TZVPD.

Its energy above the lowest of the compared OMol25 structures with the same formula, charge and spin is 142.9 kcal/mol. The value obtained for the HOMO energy (alpha / beta) is -9.5 / -9.5 eV. The calculation puts the maximum force at 0.08831 hartree/bohr. The spin multiplicity is 1.

Atoms and positions in Å:
C1 -2.93962 -0.92086 -1.39228
C2 1.31127 0.62430 -1.57081
C3 1.96902 -0.48349 1.52704
C4 -1.61556 0.73996 -0.27145
C5 0.99170 -1.45434 1.16552
C6 -1.82817 -0.68924 -0.46260
C7 1.85310 0.58979 0.76586
C8 -0.40572 1.31416 -0.19469
C9 0.34570 -0.95568 0.06789
C10 0.77793 0.42978 -0.27195
N1 -3.77441 -0.87170 -2.17487
N2 1.74058 0.90182 -2.58057
H1 2.69904 -0.50610 2.30157
H2 -2.50638 1.26525 -0.06971
H3 0.78527 -2.32347 1.61192
H4 -1.82078 -1.42566 0.33607
H5 2.54206 1.36086 1.03915
H6 -0.12505 2.40462 0.17391

---

Entry 2:
Here is the ion CH6N3 with charge +1 in a non-equilibrium geometry from the OMol25 dataset. Energies are from ωB97M-V/def2-TZVPD.

Its energy above the lowest of the compared OMol25 structures with the same formula, charge and spin is 63.7 kcal/mol. Its SMILES is NNC=[NH2+]. The net charge is +1. The value obtained for the HOMO energy is -13.7 eV. The calculation puts the maximum force at 0.15913 hartree/bohr. The spin multiplicity is 1.

Atoms and positions in Å:
N1 1.62108 0.15549 -0.03122
N2 0.50190 -0.48285 0.10296
C1 -0.50377 0.27984 -0.04454
N3 -1.76672 -0.04901 -0.00007
H1 1.91043 1.00725 0.48607
H2 2.45065 -0.42276 -0.26073
H3 0.65985 -1.48464 0.14934
H4 -0.33117 1.29252 -0.20091
H5 -2.23498 -0.98679 0.10574
H6 -2.30728 0.69095 -0.30663

---

Entry 3:
Here is the molecule C5H8N2 from the OMol25 dataset. Energies are from ωB97M-V/def2-TZVPD.

Its energy above the lowest of the compared OMol25 structures with the same formula, charge and spin is 12.4 kcal/mol. Its SMILES is Cn1ccc(N)c1. The value obtained for the HOMO energy is -7.4 eV. The calculation puts the maximum force at 0.00908 hartree/bohr. The spin multiplicity is 1.

Atoms and positions in Å:
C1 -1.83191 -0.20965 -1.41802
N1 -0.81624 0.09082 -0.43149
C2 -0.48768 1.29560 0.11359
C3 0.64633 1.13458 0.87833
C4 1.03746 -0.22943 0.78277
N2 2.08612 -0.81639 1.52305
C5 0.13654 -0.83131 -0.06675
H1 -1.56162 0.19989 -2.38747
H2 -1.91998 -1.30031 -1.47116
H3 -2.79183 0.19317 -1.08646
H4 -1.05135 2.19033 -0.11213
H5 1.14325 1.90098 1.46073
H6 2.84942 -0.16613 1.66459
H7 2.44421 -1.66281 1.10022
H8 0.11730 -1.78933 -0.54980

---

Entry 4:
Here is a structure of composition C13H14BiI2NO3PS2 in a non-equilibrium geometry from the OMol25 dataset. Energies are from ωB97M-V/def2-TZVPD.

The value obtained for the HOMO energy (alpha / beta) is -7.4 / -8.0 eV. The calculation puts the maximum force at 0.06164 hartree/bohr. The spin multiplicity is 2.

Atoms and positions in Å:
Bi1 1.84420 0.72783 -0.11256
I1 6.14680 -2.40282 0.90207
C1 4.42396 -2.82009 -0.10990
C2 4.45802 -4.05594 -0.71176
C3 3.50876 -4.42943 -1.63820
I2 3.54806 -6.28652 -2.55212
C4 2.48559 -3.52726 -1.89881
C5 1.36712 -3.81081 -2.68798
C6 0.32809 -2.96918 -2.77289
C7 0.31415 -1.74480 -2.05718
N1 1.38627 -1.35599 -1.43254
C8 2.44002 -2.22237 -1.25324
C9 3.46008 -1.82159 -0.32890
O1 3.45065 -0.62245 0.18931
H1 5.26853 -4.70374 -0.45400
H2 1.23878 -4.82866 -3.21742
H3 -0.52382 -3.17919 -3.44891
H4 -0.44369 -0.97405 -1.96930
C10 -1.76528 2.22468 3.57877
C11 -1.26898 3.37777 2.67643
O2 -0.90166 3.09212 1.32268
P1 -1.25766 1.62472 0.64645
S1 0.55449 0.20430 1.79707
S2 -0.38405 1.59358 -1.20723
O3 -2.90175 1.65002 0.31361
C12 -3.65072 2.62522 -0.53631
C13 -4.20562 3.73919 0.34429
H5 -2.13923 2.72138 4.48424
H6 -1.13218 1.34560 3.82694
H7 -2.67372 1.85120 3.19383
H8 -0.41991 3.92785 3.09857
H9 -2.16623 4.13868 2.63484
H10 -4.39336 1.96693 -0.89623
H11 -2.91353 3.00671 -1.24639
H12 -4.52315 3.29987 1.22269
H13 -5.09808 4.09593 -0.26609
H14 -3.46096 4.54132 0.56616

---

Entry 5:
Here is a structure of composition Cl2Hg2O12S in a non-equilibrium geometry from the OMol25 dataset. Energies are from ωB97M-V/def2-TZVPD.

Its energy above the lowest of the compared OMol25 structures with the same formula, charge and spin is 74.2 kcal/mol. The value obtained for the HOMO energy is -9.6 eV. The calculation puts the maximum force at 0.11005 hartree/bohr. The spin multiplicity is 1.

Atoms and positions in Å:
Hg1 1.67025 7.63837 4.87164
Hg2 7.09309 4.51071 -1.24599
S1 3.12087 -3.24984 0.83752
O1 1.67560 -3.40177 1.19866
O2 3.59619 -4.53909 1.02717
O3 3.31326 -2.77889 -0.47865
O4 3.61911 -2.33883 1.83284
Cl1 0.99850 2.94071 0.64717
O5 0.91750 4.42919 1.01026
O6 2.34587 3.00503 0.17536
O7 1.10806 2.33754 1.88516
O8 0.06315 2.24692 -0.23982
Cl2 -5.89366 -2.12364 -2.29471
O9 -7.16584 -1.87024 -1.54932
O10 -5.05707 -0.99425 -2.43748
O11 -5.08404 -3.09821 -1.72841
O12 -6.32086 -2.71369 -3.51143

---

Entry 6:
Here is a structure of composition C12H24N2PPd from the OMol25 dataset. Energies are from ωB97M-V/def2-TZVPD.

The net charge is -1. The value obtained for the HOMO energy is -1.4 eV. The calculation puts the maximum force at 0.01209 hartree/bohr. The spin multiplicity is 1.

Atoms and positions in Å:
Pd1 -0.31800 -0.13484 -0.60453
N1 1.67936 0.93168 0.47878
C1 1.85659 2.15450 -0.27138
C2 2.12026 1.85199 -1.75585
N2 0.97890 1.16924 -2.32091
H1 1.12448 1.07954 1.31896
H2 2.55898 0.48270 0.70626
H3 2.68409 2.78405 0.11853
H4 0.92441 2.72560 -0.20206
H5 2.99065 1.19190 -1.84204
H6 2.34853 2.80228 -2.28464
H7 1.15696 0.82553 -3.25647
H8 0.14924 1.76239 -2.31621
C3 1.43238 -3.93432 -1.30876
P1 0.37519 -2.42319 -0.91190
C4 -0.47059 -3.13191 0.57662
C5 -0.91471 -2.73638 -2.20682
H9 0.82092 -4.83588 -1.36160
H10 2.18832 -4.05710 -0.53364
H11 1.93341 -3.78772 -2.26513
H12 -0.56844 -4.22100 0.54954
H13 -1.44878 -2.65308 0.63504
H14 0.09512 -2.83874 1.46310
H15 -1.36445 -3.73095 -2.15518
H16 -0.46050 -2.59805 -3.18986
H17 -1.67347 -1.95882 -2.06440
C6 -2.37867 0.17561 0.18995
C7 -1.73289 1.04493 1.11570
C8 -1.29103 0.61575 2.40455
C9 -0.74339 1.48798 3.31331
C10 -0.59645 2.84372 3.03004
C11 -1.04563 3.30069 1.79246
C12 -1.59441 2.44574 0.87132
H18 -3.02157 0.67236 -0.54428
H19 -2.82612 -0.73138 0.61040
H20 -1.41182 -0.42682 2.68457
H21 -0.45015 1.12178 4.29390
H22 -0.16514 3.52632 3.75394
H23 -0.99096 4.36239 1.56568
H24 -1.95061 2.84153 -0.07700